{"formula": "C52H78Cl2F6N2O8", "method": "ωB97M-V/def2-TZVPD", "e_tot_ha": -4259.1022, "gap_ha": 0.35151, "e_lumo_ha": 0.0239, "species": ["N", "H", "H", "H", "H", "N", "H", "H", "H", "H", "Cl", "Cl", "F", "C", "C", "C", "C", "C", "C", "H", "H", "H", "H", "H", "F", "C", "C", "C", "C", "C", "C", "H", "H", "H", "H", "H", "F", "C", "C", "C", "C", "C", "C", "H", "H", "H", "H", "H", "F", "C", "C", "C", "C", "C", "C", "H", "H", "H", "H", "H", "F", "C", "C", "C", "C", "C", "C", "H", "H", "H", "H", "H", "F", "C", "C", "C", "C", "C", "C", "H", "H", "H", "H", "H", "C", "O", "C", "C", "O", "C", "H", "H", "H", "H", "H", "H", "H", "H", "H", "H", "C", "O", "C", "C", "O", "C", "H", "H", "H", "H", "H", "H", "H", "H", "H", "H", "C", "O", "C", "C", "O", "C", "H", "H", "H", "H", "H", "H", "H", "H", "H", "H", "C", "O", "C", "C", "O", "C", "H", "H", "H", "H", "H", "H", "H", "H", "H", "H"], "coordinates": [[-0.8082, 3.3649, 0.2659], [0.0167, 3.6511, -0.3093], [-0.5917, 3.3812, 1.2893], [-1.0014, 2.3853, 0.0452], [-1.6436, 3.9307, 0.0118], [0.7323, 0.1896, 2.5740], [0.2466, 0.0507, 1.6643], [1.7314, 0.3164, 2.4766], [0.5784, -0.6470, 3.1403], [0.4070, 1.0781, 3.0137], [-0.6923, 0.3185, -0.5253], [0.1859, 3.1480, 3.1373], [1.3577, 3.5353, -4.4916], [0.4032, 2.7161, -4.9582], [-0.1323, 2.8734, -6.1883], [-1.0711, 1.9988, -6.6944], [-1.4474, 0.9956, -5.8312], [-1.0016, 0.9059, -4.5400], [-0.0525, 1.7097, -4.0748], [0.0904, 3.7350, -6.8094], [-1.4237, 2.0567, -7.7334], [-2.1166, 0.1547, -6.1368], [-1.2770, -0.0172, -3.9353], [0.3464, 1.5062, -3.0803], [5.9094, -2.2661, -0.8015], [5.5297, -1.8101, -2.0641], [6.3941, -2.1271, -3.1287], [6.0230, -1.8050, -4.4414], [4.8299, -1.1152, -4.6235], [4.0057, -0.7252, -3.5843], [4.4019, -1.0404, -2.2931], [7.2249, -2.7719, -2.9050], [6.5684, -2.1018, -5.3207], [4.4728, -0.7745, -5.5601], [3.1930, -0.0519, -3.7350], [3.7988, -0.7728, -1.4286], [-4.8634, -0.8927, -3.8284], [-4.9384, -0.8705, -2.4655], [-3.7983, -0.8028, -1.7167], [-3.8832, -0.9615, -0.3530], [-5.0783, -1.2244, 0.2838], [-6.2311, -1.3015, -0.4591], [-6.2049, -1.0794, -1.8468], [-2.8568, -0.6234, -2.1722], [-2.9723, -0.8960, 0.2738], [-5.0623, -1.4609, 1.3179], [-7.2145, -1.4637, -0.0395], [-7.1518, -0.9633, -2.3862], [-3.7193, -2.3578, 4.7980], [-3.5758, -1.0213, 4.8116], [-3.7974, -0.3382, 5.9887], [-3.6386, 1.0445, 5.9967], [-3.2640, 1.7150, 4.8411], [-3.0928, 1.0194, 3.6474], [-3.2610, -0.3728, 3.6258], [-3.9071, -0.9049, 6.8926], [-3.7642, 1.5829, 6.9420], [-3.0535, 2.7654, 4.8366], [-2.7783, 1.4903, 2.7342], [-3.1703, -0.8868, 2.6857], [-2.6491, -3.5347, -3.5225], [-1.3734, -3.6024, -3.7225], [-0.5090, -2.7271, -3.0387], [0.8293, -2.7909, -3.3456], [1.2615, -3.7522, -4.2405], [0.4292, -4.7057, -4.8105], [-0.9026, -4.5984, -4.5112], [-0.8889, -2.0579, -2.3117], [1.5314, -2.0243, -2.8932], [2.3548, -3.9038, -4.4963], [0.8466, -5.4895, -5.4504], [-1.5985, -5.3883, -4.7884], [-1.4419, -6.8866, 3.8206], [-0.8848, -6.5804, 2.6146], [-1.6413, -5.9606, 1.6740], [-0.9495, -5.4700, 0.5713], [0.4300, -5.5850, 0.4184], [1.1692, -6.3126, 1.4006], [0.5122, -6.7865, 2.5159], [-2.6845, -5.6656, 1.8289], [-1.5137, -4.7855, -0.0422], [0.8908, -5.0470, -0.3812], [2.2255, -6.4767, 1.3773], [0.9941, -7.3004, 3.3311], [2.4938, 2.1929, -1.0994], [1.8608, 3.4567, -0.9723], [2.7411, 4.5424, -0.7468], [2.0175, 5.4847, 0.2669], [0.7539, 5.7677, -0.3598], [-0.1923, 6.4074, 0.5482], [3.2255, 1.9974, -0.3052], [3.1657, 2.1896, -1.9932], [1.7040, 1.4300, -1.1652], [2.9970, 5.0322, -1.6796], [3.6228, 4.1783, -0.1725], [2.5465, 6.4186, 0.4277], [1.9344, 4.9412, 1.2179], [0.1890, 7.3769, 0.9208], [-0.5350, 5.6438, 1.2932], [-1.0571, 6.6322, -0.0874], [-0.5136, -3.2902, 2.9344], [-0.3673, -2.1254, 3.7825], [-0.0598, -2.5234, 5.1064], [0.3595, -1.3347, 5.9109], [1.4649, -0.7267, 5.3089], [1.7251, 0.5444, 5.8691], [-1.0973, -3.0402, 2.0479], [-1.1683, -4.0462, 3.4538], [0.4065, -3.8140, 2.7004], [0.7091, -3.2555, 5.1244], [-0.9576, -3.0477, 5.4910], [0.5986, -1.7762, 6.9098], [-0.4310, -0.5388, 5.9711], [2.8057, 0.6731, 5.6641], [1.5903, 0.5877, 6.9484], [1.1217, 1.3165, 5.3699], [3.7870, 2.1042, 2.7367], [3.4363, 0.7439, 2.6118], [4.4991, -0.0008, 2.0975], [4.1957, -1.5013, 1.9313], [3.2118, -1.5666, 0.9095], [2.8256, -2.8881, 0.5652], [3.0544, 2.5653, 3.3545], [3.6140, 2.6061, 1.8067], [4.8116, 2.1100, 3.1416], [5.4141, 0.0964, 2.6971], [4.6540, 0.3595, 1.0460], [3.6913, -1.7677, 2.8779], [4.9826, -2.1073, 1.6152], [2.0452, -2.9061, -0.2110], [2.4344, -3.5702, 1.3276], [3.7420, -3.4057, 0.2406], [-4.4353, 2.7208, -0.0763], [-3.7633, 3.6377, -0.9393], [-3.2109, 2.9989, -2.1066], [-2.5934, 4.0969, -3.0105], [-1.5561, 4.6442, -2.2549], [-0.8491, 5.6705, -3.0023], [-3.7122, 1.9816, 0.2918], [-5.2284, 2.0956, -0.6406], [-4.9218, 3.2728, 0.7026], [-4.0258, 2.4480, -2.5807], [-2.4035, 2.3237, -1.8143], [-3.3239, 4.8734, -3.3331], [-2.2979, 3.6780, -3.9851], [-1.4576, 6.5779, -3.0754], [-0.6828, 5.2237, -3.9887], [0.0610, 5.8505, -2.4521]], "forces_ev_per_a": [[-0.4, 0.6, -0.4], [-0.5, 0.0, 0.4], [0.2, 0.2, -0.1], [0.0, -0.6, -0.3], [0.7, -0.3, 0.0], [-0.8, -0.2, -0.3], [0.4, 0.4, 0.1], [0.7, 0.0, -0.5], [-0.3, 0.0, 0.3], [-0.3, -0.2, -0.1], [0.2, -0.1, 0.2], [0.0, 0.1, 0.2], [0.3, 0.5, -0.2], [-0.2, -1.0, 2.3], [0.0, 1.7, -1.6], [-0.2, -0.9, 0.2], [-2.1, -1.8, -1.5], [-1.1, -3.4, 0.7], [2.0, 1.8, 0.5], [0.6, 0.0, 0.2], [0.1, 0.1, 0.7], [0.4, 1.0, -0.1], [0.1, 1.5, -0.7], [0.1, 0.5, -0.2], [-0.7, 0.8, -1.3], [1.2, -0.1, -0.8], [-0.9, -0.5, 0.2], [-0.7, 0.2, 0.9], [-0.4, 0.4, 0.1], [1.7, -0.1, 0.8], [-0.5, -0.5, 1.6], [0.4, 0.1, -0.1], [0.4, -0.1, 0.1], [0.2, -0.1, -1.2], [-0.7, 0.1, -0.2], [0.0, 0.1, -0.1], [0.0, 0.5, 0.7], [-2.0, -0.9, 0.1], [0.0, 0.1, -0.1], [0.8, 0.0, 1.3], [0.3, -0.4, -0.5], [-0.8, 0.6, -1.5], [0.9, 0.5, 0.0], [0.7, 0.1, -0.4], [-0.5, 0.0, -0.7], [-0.2, 0.0, 0.8], [0.1, -0.1, 0.3], [0.6, -0.4, -0.1], [0.1, -0.4, 0.0], [-0.2, 0.5, -0.6], [0.7, 0.1, -0.2], [0.1, 0.1, 0.3], [0.0, -0.2, -0.4], [-0.1, -1.1, 0.6], [-0.1, 0.8, 0.3], [-0.4, -0.1, 0.3], [0.1, -0.1, -0.4], [-0.1, 0.4, 0.2], [0.0, 0.4, -0.1], [0.2, -0.4, 0.0], [-2.5, 0.2, 0.6], [2.5, 0.9, 1.1], [-0.8, -0.8, -1.0], [1.0, 1.1, 0.4], [2.7, -1.0, -0.9], [0.7, 0.6, 0.3], [-0.8, -1.8, -0.8], [-0.4, 0.8, 0.5], [-0.8, -1.2, -0.5], [-1.3, 0.7, 0.5], [-0.3, 0.3, 0.3], [0.0, 0.3, -0.3], [0.0, -0.2, -0.4], [1.1, -0.4, 1.4], [-0.1, 0.4, -0.3], [0.4, 0.7, 0.0], [-0.2, -0.9, 1.2], [-1.1, 0.6, -0.5], [-1.6, 0.1, -0.3], [0.4, -0.5, 0.1], [0.1, -0.1, -0.6], [0.4, 0.0, -0.5], [0.5, 0.2, -0.4], [0.2, 0.0, 0.0], [0.8, 0.2, -1.0], [0.1, -0.3, 0.2], [-0.3, 0.1, 2.0], [-0.3, -0.7, -1.6], [-0.1, 0.6, 1.6], [-0.1, -0.8, -1.1], [-0.5, 0.0, 0.5], [-0.7, -0.1, 0.1], [0.4, 0.2, 0.1], [0.2, 0.1, -0.2], [-0.1, 0.2, -0.8], [0.3, 0.2, 0.0], [-0.4, 0.1, -0.1], [0.0, -0.7, 0.3], [0.6, 1.1, 0.0], [0.1, 0.0, 0.1], [-1.7, -0.3, 1.2], [0.3, -1.0, -1.0], [-1.5, 0.2, -0.4], [-1.0, 0.2, 0.5], [0.2, -0.5, 0.2], [1.3, 0.1, -0.7], [0.5, 0.4, -0.1], [0.6, 0.7, -0.2], [0.4, 0.3, -0.1], [1.1, -0.7, -0.2], [0.3, 0.5, 0.4], [-0.1, 0.8, -0.2], [0.2, -0.9, 0.2], [-0.6, 0.5, 0.1], [-0.2, -0.2, 0.1], [0.1, 0.0, 0.2], [0.2, -0.6, 0.3], [-0.3, -0.9, 0.6], [0.9, -0.9, -2.2], [-3.2, 2.2, 0.9], [-1.2, -0.3, -0.1], [0.7, -0.6, -0.4], [-0.4, 0.3, 1.1], [0.7, 0.4, -0.9], [-0.3, 0.8, -0.2], [-0.1, 0.3, 0.0], [0.5, -0.1, 0.7], [0.6, -0.7, -0.1], [1.8, -0.8, 0.1], [0.5, 0.5, 0.0], [-0.1, 0.7, 0.8], [-0.3, -0.1, -0.5], [-0.3, -1.3, -1.8], [0.0, -0.1, 0.0], [-0.2, 1.2, 0.0], [-1.5, -0.5, 0.3], [0.7, 0.9, -0.5], [-0.8, -1.3, 0.3], [-0.1, 0.1, 0.3], [1.0, 1.0, 0.7], [-0.1, 0.3, 0.4], [0.2, -0.1, -0.3], [0.0, -0.3, 0.0], [0.0, -0.2, 0.7], [0.5, -0.3, 0.3], [0.0, -0.1, -0.1], [0.3, 0.5, -0.1], [0.2, 0.1, -0.1]]}